No. 1
Density functional theory data (ωB97M-V with the def2-TZVPD basis set) for a cluster of 12 separate species, C30H73N8O14 in total.

Geometry as XYZ:
```
125
Properties=species:S:1:pos:R:3:forces:R:3:lowdin_charge:R:1
C 10.5772 1.6668 2.6642 -0.2452 -0.0316 -0.9128 0.04
C 9.3468 0.8947 2.2192 1.4801 0.4837 -0.3650 -0.38
O 8.7489 0.0922 2.8085 -0.9373 -0.8741 0.6507 0.21
N 8.8125 1.1721 0.7628 -0.2582 0.1655 -0.6057 0.10
H 9.6258 1.1809 0.1214 -0.5472 0.0779 0.1133 0.19
H 8.2270 0.3700 0.5301 0.2209 -0.2809 -0.0605 0.17
C 7.9694 2.4287 0.6061 1.3279 0.1425 1.6171 0.04
H 11.1670 2.0802 1.8266 -0.3535 -0.1759 0.3499 0.10
H 11.2403 1.0702 3.3133 -0.6279 0.0995 -0.2637 0.12
H 10.1399 2.4850 3.2254 0.2833 0.3816 0.3374 0.10
H 6.9650 2.3464 0.9965 0.0626 -0.5007 0.3639 0.11
H 7.9186 2.7968 -0.3744 0.1531 -0.1025 -1.5995 0.09
H 8.5587 3.1459 1.1622 -0.3648 0.5560 0.2208 0.10
C 0.3754 -8.8453 3.6195 1.1659 1.2129 -0.1277 0.03
C 1.1422 -8.8973 4.9137 2.5346 -1.9788 0.8383 -0.44
O 0.6921 -8.6604 6.0401 -1.4302 0.9471 -0.2433 -0.03
N 2.4836 -9.2958 4.9394 -2.8708 0.8629 -2.8593 0.01
H 2.8517 -9.8104 4.1428 0.0034 0.4284 0.3398 0.15
H -1.9244 -2.9566 6.3986 0.6637 -0.3677 -1.2348 0.15
C 3.1657 -9.2300 6.1567 1.1689 -1.2497 1.8698 -0.09
H 0.1778 -7.7681 3.5082 0.3237 -0.0634 -0.3772 0.09
H -0.6238 -9.2116 3.6994 -0.4204 -0.9322 0.1645 0.08
H 0.9561 -9.2154 2.7396 -0.6595 0.2192 0.8248 0.11
H 2.6645 -8.5288 6.8171 0.5226 0.4030 -0.2588 0.06
H 4.2520 -9.0692 6.0452 -0.6262 0.1906 -0.0347 0.11
H 3.0296 -10.1827 6.6897 0.2985 0.0186 0.0479 0.11
C -12.0130 -0.8905 -0.5604 -1.6391 -0.6379 -0.7668 0.02
C -12.0627 -0.6438 -2.0544 1.6713 1.7051 1.2233 -0.40
O -11.6142 0.3089 -2.6175 -0.5682 -0.7825 0.3857 0.20
N -12.6072 -1.7033 -2.8978 -2.0020 -0.4979 -0.3815 0.09
H -13.0281 -2.4701 -2.3864 0.5135 -0.6239 0.6220 0.18
H -13.4766 -1.3371 -3.2901 0.1067 0.5368 -0.9045 0.21
C -11.6174 -2.1753 -3.8976 -0.8868 0.4922 -0.2421 0.06
H -12.2200 -1.9377 -0.2642 0.2147 0.6378 -0.1089 0.10
H -12.7468 -0.2282 -0.0971 -0.3263 -0.1400 0.0414 0.12
H -11.1062 -0.4931 -0.1923 1.4006 0.2322 0.3614 0.03
H -11.3011 -1.3454 -4.4947 0.4191 0.4074 -0.0374 0.12
H -12.0774 -2.8930 -4.5121 -0.7235 -0.9029 -0.8321 0.11
H -10.8919 -2.6611 -3.3257 1.6135 -0.4906 0.5680 0.10
C 1.1939 7.4945 -3.2519 -0.4232 2.1009 -1.1698 -0.02
C 0.9819 8.0440 -1.7874 0.1631 -4.2380 -1.4106 -0.44
O -0.0415 7.6364 -1.1982 1.8800 2.2213 -0.5370 0.02
N 2.1695 8.5272 -1.2145 -5.9590 2.1450 2.1115 -0.02
H -2.0417 6.3723 -3.2046 0.2235 -0.3101 0.8164 0.14
H 1.8617 8.6958 -0.2124 1.1386 -0.0240 -1.3745 0.17
C 3.3341 7.8043 -1.3745 1.5311 -1.4563 0.7030 -0.12
H 0.8065 6.4711 -3.4617 0.6840 0.6514 0.7261 0.08
H 2.2045 7.7267 -3.6778 -0.7465 -0.7973 0.6581 0.08
H 0.5874 8.1310 -3.9532 0.1101 -0.3666 0.7817 0.09
H 3.9987 8.1937 -0.6249 0.7332 -0.0184 0.0896 0.10
H 3.7774 7.8975 -2.3453 0.2448 0.0146 -0.4114 0.08
H 3.1130 6.7608 -1.1183 0.5971 -0.2716 -0.2765 0.11
C -1.2683 -5.4794 7.8036 1.6142 0.7940 0.6504 0.01
C -1.6158 -6.8891 7.6433 -0.6639 -1.3137 -0.9361 -0.36
O -2.4897 -7.3911 6.9842 1.5661 0.8489 1.5232 0.18
N -0.5947 -7.9115 8.2441 -0.7468 0.7423 -1.5420 0.07
H -1.2103 -8.6087 8.6125 -0.2302 -0.9006 0.3031 0.17
H -0.2014 -8.2412 7.3145 -0.0985 -0.6050 0.1795 0.10
C 0.5639 -7.6329 9.0881 0.7925 0.5202 1.2225 0.00
H -0.3908 -5.2357 7.1076 -1.0961 -0.2559 1.1258 0.14
H -1.0939 -5.1445 8.8597 0.3866 -0.6676 -0.8871 0.12
H -2.1202 -4.9344 7.5250 -1.0837 0.7597 -0.8201 0.06
H 0.6281 -8.3228 9.9405 0.0793 -0.2266 -0.7281 0.12
H 0.6040 -6.6738 9.5785 -0.8068 0.6175 -0.0672 0.09
H 1.4396 -7.6056 8.4594 0.2963 -0.5892 -0.0544 0.08
C -5.3070 8.0384 -7.5309 0.5585 0.5254 0.3618 0.04
C -3.8613 7.7886 -7.9460 -1.4113 0.5294 -1.2888 -0.36
O -3.0742 8.5303 -8.4290 -0.1559 -0.8392 0.5358 0.20
N -3.5159 6.3316 -7.6831 -0.4202 2.4543 1.2546 0.01
H -2.9320 6.3225 -6.7990 -0.2601 -0.0518 0.0735 0.11
H -4.3504 5.8077 -7.4593 -0.2498 0.0187 0.0614 0.16
C -2.7186 5.6074 -8.5917 1.5977 -0.8116 -2.9536 -0.03
H -5.9113 7.1403 -7.6266 -0.0216 -0.0398 0.0671 0.08
H -5.8339 8.8678 -8.0307 0.7266 -0.2827 0.0149 0.12
H -5.2061 8.3099 -6.4692 -0.4058 -0.0949 -0.0566 0.11
H -2.2830 4.7848 -8.0601 0.8061 -0.0061 0.1999 0.09
H -1.9900 6.2077 -9.2199 -0.8602 -0.4925 1.2610 0.15
H -3.3824 5.1149 -9.2575 -0.5498 -0.2260 -1.1048 0.10
C 1.7977 6.0110 6.0720 -0.8418 1.0858 -1.1186 0.03
C 0.7335 5.5431 5.1205 1.0139 -0.6107 -0.8397 -0.51
O 0.9044 4.6100 4.3476 -0.3187 0.2226 -0.0468 0.11
N -0.3823 6.3101 5.1119 -0.4988 0.4465 1.8079 0.03
H -9.6126 -1.6715 0.8286 0.0374 0.0169 0.0747 0.37
H -0.5157 6.7736 6.0152 -0.2198 0.0767 -0.7005 0.16
C -1.4988 6.1674 4.2308 -0.5760 0.1812 -0.2726 -0.05
H 2.6065 5.3282 6.1274 0.2337 -1.0134 0.9893 0.08
H 1.2638 6.4274 6.9158 0.7443 -0.3585 0.8807 0.09
H 2.2822 6.8544 5.5831 -0.2057 0.4115 -0.1811 0.10
H -1.0329 6.1773 3.2350 -0.8158 -0.6301 0.0195 0.10
H -2.1624 7.0341 4.3205 0.4664 0.1885 0.0278 0.10
H -2.2074 5.3380 4.4842 0.9988 0.0488 -0.5250 0.12
C 8.0822 -0.7404 -5.2876 2.0089 -0.3948 0.3404 0.03
C 8.0561 -1.2037 -3.8442 2.8440 3.9258 -1.6475 -0.64
O 8.8399 -0.8528 -2.9768 1.9191 2.3577 0.7371 0.02
N 7.3957 -2.2012 -3.5523 -5.2030 -7.0277 2.9000 0.03
H 0.2023 -7.3459 -7.3872 0.6292 0.1434 -1.3566 0.13
H 6.5887 -2.5161 -4.0148 -0.6517 0.0097 -1.6862 0.13
C 7.4210 -2.9778 -2.2652 4.1609 -1.2547 -3.0230 0.00
H 7.3539 -1.0307 -6.0191 -0.8361 -0.3242 0.2379 0.08
H 9.0030 -1.3263 -5.5493 -0.4837 0.7781 -0.3646 0.12
H 8.3133 0.3101 -5.3886 0.0863 0.1702 0.1367 0.08
H 6.4388 -3.3717 -2.2453 -0.9949 0.0908 1.6807 0.07
H 8.1337 -2.4539 -1.5990 -1.6269 -0.0783 0.4841 0.08
H 8.0717 -3.9532 -2.4984 -1.2325 1.7893 0.3398 0.14
C -2.3435 3.8954 -4.1808 0.1485 -0.9196 3.1683 0.04
C -2.1809 5.2244 -4.7507 -0.2800 -1.2150 -1.0650 -0.56
O -2.3185 5.2686 -5.9495 0.5789 -0.0856 -0.8986 0.05
O -1.9554 6.3277 -4.1543 0.3269 1.9883 0.8743 0.21
H -2.4792 3.8961 -3.0728 0.2681 0.0676 -0.6749 0.11
H -1.5123 3.2145 -4.3985 -0.1413 0.3846 -0.2059 0.12
H -3.2508 3.4961 -4.5781 -0.4413 -0.4092 -0.4485 0.09
C -1.4680 -6.3823 -4.9691 1.4463 0.4127 -1.0018 0.03
C -0.2776 -6.8443 -5.8241 -0.7675 -0.2130 1.2624 -0.57
O 0.6462 -7.4892 -5.4112 0.3285 -0.2655 0.6644 0.12
O -0.3495 -6.5960 -7.1379 -0.6196 -0.1611 0.2741 0.12
H -1.2026 -5.3584 -4.6778 -0.0555 -0.3056 0.6770 0.09
H -1.6584 -7.1035 -4.1449 0.0236 0.8108 -0.7173 0.11
H -2.2242 -6.2115 -5.7144 -0.9856 -0.4314 0.1896 0.07
C -0.8239 -2.3964 3.3533 -3.4818 1.3657 2.0765 0.03
C -1.8849 -2.3640 4.6097 1.3742 -0.1728 -4.7153 -0.58
O -1.3994 -3.1396 5.5588 -1.1342 0.2939 2.8674 0.08
O -2.8880 -1.7191 4.5297 -0.0555 -0.2021 1.3761 0.10
H -0.2492 -1.5645 3.7905 0.7422 -0.4348 -1.2013 0.08
H -1.4571 -2.1501 2.4646 0.9770 0.0946 0.7485 0.09
H -0.4059 -3.3687 3.2778 0.9092 -0.4801 0.0293 0.05
```
Positions in Å, forces in eV/Å.

Energy relative to the best compared isomer or geometry (same formula, charge and spin) ... 0.00 kcal/mol
Multiplicity ... 1
LUMO energy ... -0.561 Eh
HOMO ... -16.2 eV
Total charge ... +5
Frontier orbital gap ... 0.89 eV

---

No. 2
Density functional theory data (ωB97M-V with the def2-TZVPD basis set) for an isolated molecule of C4H10Cl2Si.

Geometry as XYZ:
```
17
Properties=species:S:1:pos:R:3:forces:R:3:nbo_charge:R:1
C 1.1032 -0.2082 1.4459 -0.8049 0.5056 0.0369 -1.12
Si -0.0041 0.0423 -0.0595 0.7185 -1.3019 0.7776 1.65
C 0.9313 1.0584 -1.2602 -0.0910 -0.2580 -0.0753 -1.14
C -0.3469 -1.6705 -0.7589 -0.5336 0.7185 -0.1534 -1.11
C -1.5793 0.8965 0.5627 1.1634 0.5683 -0.6711 -0.68
Cl -2.3299 -0.1023 1.7648 -0.5001 -0.2548 0.7486 0.00
Cl -2.6526 1.1707 -0.8260 -0.2013 0.2365 -0.0846 -0.03
H 0.5251 -0.7709 2.1936 0.5648 -0.0924 -0.1152 0.24
H 1.3451 0.7641 1.8820 0.0215 0.0090 0.0932 0.23
H 2.0450 -0.6705 1.1585 -0.0601 -0.3058 0.1340 0.24
H 1.3681 1.9152 -0.7808 -0.1036 0.7334 0.0921 0.24
H 1.7963 0.4630 -1.5675 -0.2879 -0.0597 -0.4451 0.25
H 0.2370 1.3100 -2.0599 0.4919 0.2352 -0.3820 0.25
H 0.5799 -2.2179 -0.7304 0.4938 -0.2263 -0.1310 0.24
H -0.7089 -1.6190 -1.7918 0.0245 -0.1311 0.1720 0.24
H -1.0542 -2.2280 -0.1528 -0.2162 -0.0198 0.0416 0.25
H -1.2553 1.8670 0.9804 -0.6797 -0.3568 -0.0385 0.24
```
Positions in Å, forces in eV/Å.

Energy relative to the best compared isomer or geometry (same formula, charge and spin) ... 39.35 kcal/mol
Multiplicity ... 1
LUMO energy ... 0.029 Eh
HOMO ... -10.0 eV
Frontier orbital gap ... 10.77 eV
SMILES ... C[Si](C)(C)C(Cl)Cl

---

No. 3
Density functional theory data (ωB97M-V with the def2-TZVPD basis set) for an isolated molecule of C9H12BNO.

Geometry as XYZ:
```
24
Properties=species:S:1:pos:R:3:forces:R:3:nbo_charge:R:1
B 0.0508 -0.0057 -0.4889 1.7190 -3.1144 1.3382 1.07
C -1.4302 3.0103 0.7175 -0.1638 -0.2975 -0.2785 -0.29
C -0.5648 2.7167 1.7969 0.6868 -0.9468 -1.6733 -0.25
C -1.2283 2.0502 -0.1945 -1.6309 0.6858 -1.0311 -0.03
C 0.2086 1.6257 1.4501 -0.5987 0.1322 0.4348 0.12
C 1.3553 1.0165 2.1209 -0.2277 0.4185 2.1244 -0.23
C 1.7608 -0.2455 1.9790 -0.8925 0.7809 -1.4867 -0.19
C 1.3076 -1.1998 0.9171 -0.3492 5.6276 -2.4170 -0.62
C -0.9212 -2.7558 -2.1551 -0.1188 1.5587 0.3890 -0.64
C 0.0300 -1.5712 -2.3523 -1.3462 -0.7162 1.0639 -0.05
N -0.3409 1.1189 0.2436 0.9963 0.9529 -0.0947 -0.68
O -0.4922 -0.4086 -1.6885 1.2511 0.5465 1.6657 -0.72
H -2.1490 3.7779 0.5067 0.0092 0.4227 0.5733 0.22
H -0.5279 3.3156 2.6236 0.6136 1.1332 2.1513 0.21
H -1.7470 2.0735 -1.1351 0.1987 -0.8288 -0.3116 0.22
H 1.8340 1.5611 3.0238 -1.1085 -0.5176 -1.7873 0.22
H 2.5087 -0.4957 2.6624 1.3261 -0.9489 0.7955 0.19
H 0.5528 -1.7919 1.2062 -2.2675 -2.8446 0.9159 0.21
H 2.1059 -1.5172 0.3211 0.9131 -1.2428 -0.6479 0.21
H -1.6290 -2.9984 -2.9308 -0.1937 0.4211 -0.3675 0.22
H -0.3926 -3.6133 -1.9378 1.3974 -2.0475 0.1726 0.21
H -1.4285 -2.5615 -1.2278 -0.6752 0.1435 0.3240 0.22
H 0.0908 -1.2861 -3.3287 -0.1406 0.6968 -2.9200 0.18
H 1.0463 -1.8156 -2.1294 0.6022 -0.0153 1.0669 0.18
```
Positions in Å, forces in eV/Å.

Energy relative to the best compared isomer or geometry (same formula, charge and spin) ... 31.78 kcal/mol
Multiplicity ... 1
LUMO energy ... 0.026 Eh
HOMO ... -7.7 eV
Frontier orbital gap ... 8.39 eV

---

No. 4
Density functional theory data (ωB97M-V with the def2-TZVPD basis set) for an isolated molecule of C2H3ClFNOS.

Geometry as XYZ:
```
10
Properties=species:S:1:pos:R:3:forces:R:3:nbo_charge:R:1
C -0.3358 -0.8122 0.8704 -0.2158 -0.1906 0.3336 -0.42
N 0.2292 -0.0610 -0.2369 -0.1432 -0.7222 -0.7866 -0.63
S -0.0210 -0.6259 -1.8026 0.1151 0.1020 0.4695 0.50
Cl -1.8285 0.1813 -2.2820 -0.0905 0.0440 -0.0130 -0.18
C 0.9086 1.0823 0.0328 0.4155 0.8426 -0.6127 0.96
O 1.1310 1.5659 1.0897 0.0161 -0.0062 0.2683 -0.56
F 1.3452 1.6620 -1.1079 -0.0626 -0.0545 0.3480 -0.33
H -1.4243 -0.7987 0.8058 0.0236 -0.0085 0.0343 0.21
H 0.0161 -1.8416 0.8264 -0.0306 0.0268 0.0301 0.21
H -0.0204 -0.3522 1.8045 -0.0276 -0.0333 -0.0713 0.24
```
Positions in Å, forces in eV/Å.

Energy relative to the best compared isomer or geometry (same formula, charge and spin) ... 0.00 kcal/mol
Multiplicity ... 1
LUMO energy ... -0.008 Eh
HOMO ... -9.8 eV
Frontier orbital gap ... 9.54 eV
SMILES ... CN(SCl)C(=O)F

---

| no. | energy (hartree) |
| --- | --- |
| 1 | -2676.24532 |
| 2 | -1368.31228 |
| 3 | -504.94027 |
| 4 | -1166.26130 |